(1)
Below is a structure of composition C35H58N5OS2Si2W, with properties calculated with the ωB97M-V functional and the def2-TZVPD basis.

```
! wB97M-V def2-TZVPD RIJCOSX def2/J DEFGRID3
* xyz 1 3
W 0.49 -0.16 -0.49
C -0.66 -1.97 -3.47
Si -1.46 -0.28 -3.29
C -3.31 -0.55 -3.46
C -0.83 0.81 -4.66
C -1.26 0.58 -1.58
C -1.99 -0.23 -0.61
C -3.21 -0.02 0.06
C -3.71 -1.05 0.83
C -2.98 -2.23 1.02
C -1.74 -2.33 0.45
N -1.27 -1.36 -0.35
Si -1.42 2.47 -1.53
C -1.57 3.02 0.26
C 0.08 3.28 -2.29
C -2.96 3.08 -2.43
H -1.12 -2.44 -4.35
H -0.81 -2.63 -2.63
H 0.42 -1.89 -3.65
H -3.55 -0.90 -4.47
H -3.88 0.36 -3.29
H -3.68 -1.31 -2.77
H -0.81 0.23 -5.59
H 0.19 1.14 -4.47
H -1.46 1.68 -4.84
H -3.76 0.89 -0.10
H -4.69 -0.95 1.28
H -3.37 -3.05 1.61
H -1.08 -3.18 0.60
H -0.96 2.44 0.96
H -2.60 2.99 0.62
H -1.25 4.07 0.33
H 1.00 3.02 -1.78
H -0.06 4.36 -2.24
H 0.21 3.02 -3.34
H -3.83 2.44 -2.26
H -2.81 3.16 -3.50
H -3.21 4.07 -2.06
C 5.79 -1.70 2.68
C 4.40 -1.62 3.28
N 3.35 -2.17 2.40
C 2.87 -3.52 2.72
C 3.84 -4.61 2.31
C 2.89 -1.46 1.38
S 1.73 -2.14 0.28
N 3.51 -0.28 1.17
C 2.95 0.79 0.73
O 1.63 0.96 0.66
C 3.76 1.94 0.29
C 5.12 1.77 0.07
C 5.88 2.83 -0.39
C 5.28 4.06 -0.62
C 3.93 4.24 -0.38
C 3.16 3.18 0.07
H 6.52 -1.35 3.41
H 5.87 -1.07 1.79
H 6.06 -2.72 2.40
H 4.13 -0.59 3.52
H 4.35 -2.20 4.20
H 1.91 -3.66 2.23
H 2.69 -3.54 3.80
H 4.05 -4.56 1.24
H 3.41 -5.58 2.53
H 4.79 -4.53 2.85
H 5.57 0.80 0.24
H 6.94 2.70 -0.58
H 5.88 4.89 -0.97
H 3.47 5.20 -0.55
H 2.11 3.30 0.26
C -3.90 -0.21 4.19
N -2.58 0.28 3.86
C -2.55 1.68 3.46
C -1.52 -0.53 3.67
S -0.21 -0.12 2.68
N -1.52 -1.70 4.37
C -2.04 -1.76 5.74
C -0.58 -2.75 4.05
H -4.62 0.20 3.48
H -4.22 0.10 5.19
H -3.93 -1.30 4.14
H -3.07 2.27 4.22
H -3.05 1.82 2.50
H -1.52 2.02 3.37
H -2.32 -0.77 6.08
H -1.24 -2.13 6.39
H -2.89 -2.43 5.83
H -0.44 -2.82 2.97
H -0.98 -3.70 4.43
H 0.40 -2.57 4.51
C 2.90 1.70 -5.01
C 3.30 0.46 -4.19
C 4.70 0.67 -3.60
C 3.28 -0.78 -5.08
C 2.36 0.27 -3.08
C 1.62 0.15 -2.11
H 3.61 1.84 -5.82
H 2.90 2.60 -4.39
H 1.91 1.58 -5.44
H 5.42 0.80 -4.42
H 5.01 -0.20 -3.01
H 4.73 1.55 -2.96
H 3.99 -0.65 -5.90
H 2.29 -0.95 -5.51
H 3.56 -1.67 -4.52
*
```

Summary:
- Kohn-Sham gap (spin up / spin down): 6.8 / 7.8 eV
- Total energy: -85982.4773 eV

Here are the Löwdin charges for atoms 1 to 2, given in e: 1.331, -0.169


(2)
Below is a cluster of 10 separate species, C35H60O30 in total, with properties calculated with the ωB97M-V functional and the def2-TZVPD basis.

```
! wB97M-V def2-TZVPD RIJCOSX def2/J DEFGRID3
* xyz 0 1
C 22.07 -10.69 -1.77
C 21.08 -10.48 -2.98
C 19.77 -11.28 -2.78
O 18.88 -10.15 -3.04
C 19.45 -8.97 -3.08
O 18.80 -7.89 -3.19
O 20.76 -9.08 -3.20
H 22.14 -11.76 -1.34
H 21.88 -10.02 -1.00
H 23.08 -10.40 -2.12
H 21.63 -11.00 -3.80
H 19.70 -11.67 -1.86
H 19.73 -12.08 -3.48
C 19.41 -19.58 0.38
C 19.14 -19.17 -1.01
C 20.26 -18.44 -1.74
O 20.84 -19.46 -2.51
C 20.05 -20.55 -2.48
O 20.18 -21.51 -3.17
O 19.02 -20.35 -1.71
H 18.60 -20.04 0.85
H 19.59 -18.64 0.97
H 20.34 -20.20 0.42
H 18.25 -18.56 -0.99
H 21.00 -18.12 -0.99
H 19.91 -17.64 -2.44
C 17.39 -18.92 -4.53
C 18.04 -18.63 -5.88
C 19.52 -19.08 -6.04
O 19.49 -20.09 -6.98
C 18.30 -20.23 -7.52
O 18.00 -21.06 -8.39
O 17.39 -19.35 -6.90
H 17.64 -19.82 -4.01
H 16.27 -18.90 -4.55
H 17.74 -18.21 -3.79
H 17.90 -17.59 -6.05
H 19.82 -19.64 -5.14
H 20.22 -18.22 -6.31
C 20.73 -15.94 6.54
C 21.88 -14.89 6.21
C 23.19 -15.45 6.86
O 24.08 -15.60 5.75
C 23.48 -15.15 4.68
O 24.02 -15.01 3.62
O 22.17 -14.90 4.83
H 19.78 -15.87 6.00
H 20.44 -16.05 7.64
H 21.11 -16.96 6.43
H 21.64 -13.93 6.53
H 23.02 -16.30 7.56
H 23.45 -14.69 7.50
C 21.80 -12.37 2.20
C 20.62 -13.31 2.25
C 19.53 -13.04 3.33
O 18.60 -12.28 2.48
C 18.80 -12.47 1.19
O 18.00 -12.25 0.27
O 19.95 -13.04 1.01
H 22.34 -12.42 3.12
H 21.26 -11.37 1.97
H 22.57 -12.63 1.38
H 20.82 -14.36 2.35
H 19.92 -12.49 4.22
H 19.15 -13.99 3.68
C 23.78 -12.48 -5.50
O 22.37 -12.58 -5.34
C 21.66 -13.46 -6.06
O 22.30 -14.33 -7.12
O 20.38 -13.34 -5.97
C 19.66 -14.28 -6.84
H 24.04 -11.98 -6.46
H 24.34 -13.38 -5.65
H 24.39 -12.13 -4.68
H 18.73 -14.70 -6.34
H 20.20 -15.14 -7.11
H 19.34 -13.72 -7.70
C 23.00 -14.84 0.18
O 22.98 -15.83 -0.71
C 22.65 -15.62 -2.01
O 22.45 -14.29 -2.51
O 22.68 -16.70 -2.81
C 22.14 -16.43 -4.08
H 22.66 -15.21 1.20
H 22.48 -13.95 -0.23
H 24.11 -14.72 0.29
H 21.06 -16.19 -4.04
H 22.24 -17.24 -4.74
H 22.71 -15.57 -4.60
C 15.81 -15.48 -4.96
O 16.58 -14.54 -4.18
C 17.68 -14.99 -3.59
O 18.40 -16.12 -4.08
O 18.07 -14.26 -2.63
C 19.25 -14.64 -1.94
H 15.60 -16.24 -4.20
H 16.29 -15.92 -5.88
H 15.02 -14.72 -5.22
H 19.91 -14.73 -2.72
H 19.16 -15.61 -1.52
H 19.85 -13.90 -1.41
C 22.02 -17.58 2.76
O 21.49 -18.86 2.64
C 20.55 -19.34 3.50
O 20.12 -18.52 4.63
O 20.06 -20.53 3.27
C 19.04 -20.92 4.13
H 21.51 -16.90 3.39
H 21.93 -17.24 1.74
H 23.07 -17.71 3.07
H 18.15 -20.45 3.94
H 19.32 -20.68 5.21
H 18.80 -21.96 4.14
C 24.68 -10.53 2.80
O 24.62 -10.36 1.41
C 25.02 -11.30 0.57
O 25.43 -12.55 1.02
O 25.05 -10.87 -0.66
C 25.55 -11.75 -1.68
H 23.73 -10.31 3.30
H 25.15 -9.56 3.14
H 25.29 -11.38 3.17
H 25.67 -12.80 -1.47
H 26.60 -11.29 -1.94
H 24.93 -11.63 -2.54
*
```

Summary:
- Kohn-Sham gap: 9.9 eV
- Total energy: -98681.3455 eV
- SMILES: C[C@H]1COC(=O)O1.C[C@H]1COC(=O)O1.C[C@H]1COC(=O)O1.C[C@H]1COC(=O)O1.C[C@H]1COC(=O)O1.COC(=O)OC.COC(=O)OC.COC(=O)OC.COC(=O)OC.COC(=O)OC

Here are the Löwdin charges for atoms 1 to 2, given in e: 0.001, -0.235


(3)
Below is a cluster of 3 separate species, C35H61B2BrFN4O11S3 in total, with properties calculated with the ωB97M-V functional and the def2-TZVPD basis.

```
! wB97M-V def2-TZVPD RIJCOSX def2/J DEFGRID3
* xyz 1 1
C 1.31 1.86 2.95
C 1.28 0.84 1.74
S 2.89 0.94 0.83
C 3.06 -0.68 -0.08
N 2.58 -0.72 -1.46
C 1.18 -0.79 -1.64
N 0.60 -1.88 -1.17
C -0.83 -2.20 -1.22
C -1.70 -1.44 -0.12
O -1.70 -2.18 1.14
C -2.77 -3.09 1.10
O -3.62 -3.13 1.94
N 0.42 0.20 -2.34
C -0.06 -0.20 -3.67
C -1.62 -0.05 -3.96
C -2.49 0.58 -2.82
N -3.78 -0.16 -2.57
C -4.73 0.73 -1.83
C -4.30 1.00 -0.36
C -4.61 0.07 0.73
C -4.20 0.25 2.11
C -3.43 1.43 2.49
C -3.14 2.41 1.44
C -3.55 2.22 0.04
O -3.20 3.23 -0.84
C 1.14 1.49 -2.26
B 0.27 2.71 -2.92
O 0.03 2.85 -4.29
O -0.35 3.68 -2.08
C 0.25 4.98 -2.23
C 2.66 1.47 -2.63
C 3.11 2.26 -3.92
C 3.42 3.79 -3.63
O 4.02 4.18 -2.69
Br 2.72 5.16 -4.91
C 3.33 0.01 -2.50
C 4.85 0.31 -2.16
C 5.81 -0.92 -1.97
C 6.87 -1.13 -3.14
F 5.22 -2.18 -1.72
B 3.31 -0.83 -3.88
C 4.29 -0.58 -5.15
O 2.47 -1.97 -4.09
H 0.25 1.90 3.38
H 2.02 1.54 3.75
H 1.60 2.88 2.57
H 1.18 -0.21 2.14
H 0.41 1.04 1.07
H 2.43 -1.40 0.53
H 4.11 -1.00 0.11
H 1.20 -2.57 -0.71
H -1.29 -2.11 -2.24
H -0.93 -3.29 -0.95
H -2.75 -1.45 -0.51
H -1.34 -0.41 0.09
H -2.81 -3.76 0.20
H 0.15 -1.31 -3.77
H 0.49 0.26 -4.54
H -2.05 -1.06 -4.23
H -1.75 0.59 -4.88
H -2.81 1.61 -3.18
H -2.01 0.69 -1.82
H -4.19 -0.24 -3.51
H -5.77 0.31 -1.83
H -4.80 1.70 -2.40
H -5.20 -0.84 0.49
H -4.46 -0.50 2.89
H -3.10 1.64 3.53
H -2.56 3.31 1.74
H -2.77 2.84 -1.62
H 1.08 1.76 -1.16
H -0.85 3.22 -4.48
H -0.11 5.48 -3.17
H 1.37 4.97 -2.17
H -0.08 5.58 -1.33
H 3.17 2.05 -1.80
H 2.41 2.15 -4.80
H 4.10 1.93 -4.33
H 5.33 0.97 -2.92
H 4.90 0.93 -1.21
H 6.45 -0.70 -1.07
H 6.48 -1.73 -3.98
H 7.73 -1.70 -2.67
H 7.28 -0.12 -3.42
H 3.72 -0.23 -6.05
H 5.11 0.15 -4.95
H 4.74 -1.59 -5.41
H 2.88 -2.75 -3.67
C -1.88 4.45 7.41
C -2.81 5.11 6.38
C -1.96 5.47 5.16
S -0.60 4.30 5.13
O 0.63 5.01 5.35
O -0.78 3.40 4.00
C -1.05 3.44 6.63
H -2.44 3.97 8.21
H -1.23 5.21 7.85
H -3.59 4.40 6.09
H -3.30 5.99 6.79
H -2.53 5.39 4.24
H -1.53 6.47 5.25
H -0.15 3.12 7.15
H -1.65 2.57 6.35
C -2.02 -7.35 4.06
C -0.79 -8.24 3.85
C -0.73 -8.60 2.36
S -1.52 -7.25 1.49
O -2.73 -7.74 0.87
O -0.53 -6.51 0.75
C -1.98 -6.32 2.95
H -2.02 -6.89 5.05
H -2.93 -7.96 3.98
H 0.11 -7.69 4.13
H -0.83 -9.14 4.47
H 0.29 -8.70 2.01
H -1.29 -9.51 2.15
H -2.93 -5.82 2.78
H -1.19 -5.58 3.13
*
```

Summary:
- Kohn-Sham gap: 7.8 eV
- Total energy: -172379.2464 eV

Here are the Löwdin charges for atoms 1 to 2, given in e: -0.162, -0.516


(4)
Below is a structure of composition C35H61I2N7OS, with properties calculated with the ωB97M-V functional and the def2-TZVPD basis.

```
! wB97M-V def2-TZVPD RIJCOSX def2/J DEFGRID3
* xyz 0 1
C 1.46 -0.35 -4.19
C 0.84 -0.24 -2.79
C 0.44 1.21 -2.47
C 0.32 1.59 -0.97
C -0.50 0.47 -0.29
I 0.57 -1.01 0.74
C -1.83 0.31 -0.45
C -2.78 1.21 -1.21
I -2.87 -1.34 0.32
N -0.29 2.94 -0.88
C 0.72 3.89 -1.09
O 0.51 5.05 -1.35
C 2.08 3.25 -0.92
N 2.82 3.27 -2.17
C 4.21 2.80 -2.04
C 4.41 1.30 -2.28
C 1.70 1.89 -0.32
C 1.58 2.10 1.22
S 2.90 1.35 2.20
C 4.20 2.61 2.09
C 5.58 1.96 2.20
H 2.26 0.38 -4.31
H 1.87 -1.34 -4.38
H 0.70 -0.12 -4.95
H -0.06 -0.87 -2.76
H 1.54 -0.60 -2.04
H 1.16 1.88 -2.94
H -0.53 1.42 -2.94
H -3.81 1.03 -0.88
H -2.75 0.98 -2.27
H -2.58 2.26 -1.03
H -1.00 3.14 -1.58
H 2.59 3.89 -0.18
H 2.81 4.21 -2.54
H 4.79 3.35 -2.79
H 4.63 3.10 -1.07
H 4.95 1.11 -3.21
H 4.97 0.83 -1.46
H 3.44 0.79 -2.35
H 2.40 1.08 -0.49
H 0.65 1.66 1.60
H 1.53 3.16 1.47
H 4.07 3.33 2.90
H 4.12 3.17 1.16
H 5.80 1.73 3.25
H 5.58 1.00 1.68
H 6.35 2.60 1.79
C -4.80 4.77 0.61
C -6.26 4.64 1.02
C -6.53 3.36 1.83
C -6.21 2.16 1.07
N -5.94 1.21 0.48
H -4.49 3.95 -0.04
H -4.64 5.70 0.07
H -4.14 4.78 1.48
H -6.90 4.64 0.14
H -6.55 5.49 1.63
H -7.58 3.30 2.13
H -5.93 3.35 2.74
C -4.29 -7.33 -0.58
C -4.55 -5.84 -0.73
C -3.39 -5.11 -1.43
C -2.14 -5.22 -0.68
N -1.14 -5.31 -0.12
H -3.41 -7.52 0.05
H -5.14 -7.82 -0.11
H -4.12 -7.80 -1.54
H -4.72 -5.39 0.24
H -5.45 -5.68 -1.32
H -3.62 -4.05 -1.54
H -3.22 -5.52 -2.43
C -4.52 -1.18 -6.25
C -5.38 -1.78 -5.14
C -4.55 -2.33 -3.97
C -3.64 -3.39 -4.40
N -2.93 -4.23 -4.75
H -3.86 -1.94 -6.69
H -5.14 -0.78 -7.04
H -3.89 -0.37 -5.87
H -5.99 -2.59 -5.55
H -6.06 -1.03 -4.75
H -5.19 -2.72 -3.19
H -3.94 -1.53 -3.53
C 2.28 -6.51 1.12
C 1.49 -7.04 2.31
C 2.39 -7.46 3.48
C 3.32 -8.53 3.12
N 4.04 -9.37 2.83
H 2.94 -7.27 0.70
H 1.59 -6.19 0.34
H 2.89 -5.64 1.40
H 0.89 -7.89 2.00
H 0.80 -6.27 2.66
H 1.79 -7.81 4.32
H 2.98 -6.60 3.83
C 5.39 3.96 7.30
C 4.97 5.36 6.88
C 4.54 5.43 5.41
C 5.62 5.03 4.50
N 6.46 4.71 3.79
H 6.25 3.61 6.74
H 5.66 3.95 8.36
H 4.58 3.25 7.16
H 5.80 6.06 7.04
H 4.14 5.71 7.49
H 4.23 6.44 5.14
H 3.69 4.76 5.23
*
```

Summary:
- Kohn-Sham gap: 8.5 eV
- Total energy: -76798.1136 eV

Here are the Löwdin charges for atoms 1 to 2, given in e: -0.101, -0.262


total energy of number 4 (C35H61I2N7OS)? -76798.1136 eV